Entry 1:
# C5H12N2O2

C5H12N2O2 as an isolated structure in a non-equilibrium geometry (ωB97M-V/def2-TZVPD, the OMol25 dataset).

## Properties
relative energy (zero: lowest compared OMol25 entry of this formula, charge and spin)	7.853	eV
LUMO level	0.2	eV
Kohn-Sham gap	8.151	eV

Last column: Löwdin charge in e.
Element x y z (Å)
C1 0.6604 0.2703 1.6684  -0.4508
N1 2.0409 0.2916 1.2442  0.0805
C2 0.2724 -1.1711 -1.3412  -0.2567
C3 -1.0055 -1.4868 -1.4711  -0.0389
O1 0.2712 -1.0374 2.0345  -0.0224
H1 0.4636 -1.6161 1.2849  0.0827
H2 0.5180 0.8542 2.5925  0.1587
H3 2.2045 0.7404 0.3544  0.0692
H4 2.6631 0.6622 1.9476  0.0799
H5 1.1627 -1.7319 -1.0739  0.1048
H6 -1.2273 -2.5472 -1.5453  0.0238
H7 -1.6159 -0.4730 -0.4591  0.1048
N2 -0.1128 1.1029 -2.0783  0.0662
C4 -0.2818 0.9102 0.6710  -0.0622
C5 -1.6096 0.4594 0.5365  -0.0901
O2 0.6049 0.2272 -1.1830  -0.3017
H8 -1.0419 0.6616 -2.1387  0.0582
H9 0.3294 0.9561 -2.9858  0.0908
H10 -0.0146 1.9150 0.3712  0.1233
H11 -1.9472 -0.1974 1.3326  0.0927
H12 -2.3345 1.2096 0.2387  0.0874

Forces on atoms 1 to 2 (eV/Å):
C 0.2 -0.2 -0.2
N 0.1 0.2 0.0

***

Entry 2:
# C5H12N2O2

C5H12N2O2 as an isolated structure in a non-equilibrium geometry (ωB97M-V/def2-TZVPD, the OMol25 dataset).

## Properties
relative energy (zero: lowest compared OMol25 entry of this formula, charge and spin)	13.014	eV
LUMO level (alpha / beta)	0.0 / 0.4	eV
Kohn-Sham gap (alpha / beta)	7.066 / 7.930	eV

Last column: Löwdin charge in e.
Element x y z (Å)
C1 1.2084 0.2462 -0.1172  -0.2008
C2 -1.3604 -1.4915 0.5106  -0.1227
C3 -1.7236 0.8335 0.6908  -0.1254
C4 2.2389 -0.3297 0.8486  -0.0586
N1 -0.7969 -0.1815 0.1801  -0.2141
N2 0.6365 -0.7697 -0.8311  0.0485
C5 0.0919 0.8588 -1.6109  -0.4621
O1 0.4074 2.1880 -1.5537  0.0463
O2 -0.3840 0.4414 -2.6516  0.0563
H1 0.6966 2.4539 -2.4387  0.1171
H2 0.8453 -1.7174 -1.1046  0.1160
H3 1.0395 1.2157 0.3591  0.1275
H4 -2.2281 -1.7189 -0.1191  0.0855
H5 -1.5909 -1.5602 1.5742  0.0748
H6 -0.6402 -2.3033 0.4321  0.0652
H7 -1.2778 1.8240 0.6809  0.0690
H8 -2.6705 0.8190 0.1381  0.0797
H9 -1.9371 0.6620 1.7464  0.0720
H10 2.4659 -1.3830 0.6859  0.0661
H11 3.1736 0.2195 0.7317  0.0758
H12 1.8054 -0.3068 1.8483  0.0842

Forces on atoms 1 to 2 (eV/Å):
C 1.8 -7.2 3.2
C 0.9 0.1 -0.2

***

Entry 3:
# C5H12N2O2

A 2-piece molecular cluster, C5H12N2O2 overall in a non-equilibrium geometry (ωB97M-V/def2-TZVPD, the OMol25 dataset).

## Properties
relative energy (zero: lowest compared OMol25 entry of this formula, charge and spin)	0.000	eV
LUMO level (alpha / beta)	0.7 / -0.5	eV
2S+1	3
Kohn-Sham gap (alpha / beta)	6.420 / 9.390	eV

Last column: Mulliken spin population.
Element x y z (Å)
C1 -0.0184 2.4368 -0.0512  0.7098
C2 -1.7682 -0.4526 -0.4345  0.0081
C3 0.5190 -0.2036 -1.1243  0.0594
C4 -0.1192 -2.1661 0.2576  0.0844
C5 -0.3624 -0.6383 0.0420  -0.0280
N1 1.2135 2.4181 0.2690  0.0056
N2 -0.1507 0.1223 1.2610  0.8601
O1 -1.0287 2.8623 -0.4300  0.2349
O2 1.2103 0.0635 1.7719  0.0360
H1 -2.5568 -0.5799 0.3762  -0.0054
H2 -1.6827 0.6685 -0.6676  -0.0159
H3 -1.9205 -1.0598 -1.2567  -0.0008
H4 0.5241 -1.0429 -1.9316  -0.0021
H5 1.4635 -0.0732 -0.6404  0.0035
H6 0.1966 0.6845 -1.6378  -0.0127
H7 0.5258 -2.2333 1.0557  0.0000
H8 -1.0301 -2.6709 0.3882  -0.0024
H9 0.3884 -2.5602 -0.5780  0.0004
H10 1.6867 1.5111 0.3675  0.0008
H11 1.9094 3.1969 0.3092  0.0510
H12 1.0003 -0.2833 2.6537  0.0132

Forces on atoms 1 to 2 (eV/Å):
C 1.1 -3.4 0.3
C -0.6 4.0 3.0